Density functional theory data (ωB97M-V/def2-TZVPD) for a cluster of 2 separate species, C4H8N2O in total.

Its structure (SMILES) is Cc1c[nH]cn1.O. As for the charge: 0. Its frontier orbital gap is 9.31 eV.

Last column: Löwdin charge in e.
Geometry (Å):
C (-1.59, 0.89, -0.28)  -0.05
C (-1.35, -0.26, -1.23)  -0.32
C (-0.37, -0.19, -2.20)  -0.14
N (0.04, -1.42, -2.55)  0.05
C (-0.80, -2.33, -1.77)  -0.15
N (-1.47, -1.62, -0.90)  0.06
H (-2.49, 1.44, -0.56)  0.07
H (-0.72, 1.52, -0.43)  0.06
H (-1.67, 0.61, 0.78)  0.08
H (-0.13, 0.72, -2.70)  0.11
H (0.73, -1.86, -3.12)  0.13
H (-0.84, -3.40, -1.86)  0.10
O (3.37, 2.29, 5.60)  -0.06
H (3.51, 1.75, 6.38)  0.03
H (3.77, 1.87, 4.84)  0.03

***

Density functional theory data (ωB97M-V/def2-TZVPD) for a structure of composition C5H11NO.

As for the charge: 0. Its frontier orbital gap is 9.82 eV.

Last column: Löwdin charge in e.
Geometry (Å):
C (-2.60, 0.18, -0.13)  -0.14
C (-1.35, 0.57, -0.88)  -0.12
C (-0.50, 1.47, -0.05)  -0.24
N (0.08, 0.16, 0.25)  -0.08
C (1.43, 0.02, -0.35)  -0.21
C (2.00, -1.32, 0.09)  -0.27
O (2.05, -1.39, 1.50)  -0.07
H (-3.00, -0.79, -0.45)  0.07
H (-3.34, 0.95, -0.42)  0.09
H (-2.53, 0.21, 0.97)  0.08
H (-0.49, -0.44, -0.59)  0.11
H (-0.95, 1.93, 0.84)  0.11
H (0.17, 2.16, -0.57)  0.10
H (1.39, 0.12, -1.45)  0.13
H (2.05, 0.83, 0.05)  0.13
H (1.40, -2.14, -0.34)  0.12
H (3.02, -1.43, -0.28)  0.12
H (1.18, -1.10, 1.80)  0.08

***

Density functional theory data (ωB97M-V/def2-TZVPD) for a cluster of 6 separate species, C24H66N6O6 in total.

Its structure (SMILES) is COC[C@H](C)N.COC[C@H](C)N.COC[C@H](C)N.COC[C@H](C)N.COC[C@H](C)N.COC[C@H](C)N. As for the charge: 0. Its frontier orbital gap is 9.42 eV.

Last column: Löwdin charge in e.
Geometry (Å):
C (-10.23, -11.98, -12.03)  -0.08
O (-8.87, -11.87, -12.48)  -0.21
C (-8.74, -12.12, -13.86)  -0.19
C (-7.17, -12.27, -14.19)  -0.33
C (-6.50, -10.83, -14.13)  -0.06
N (-6.88, -12.81, -15.59)  0.05
H (-10.83, -11.13, -12.36)  0.08
H (-10.10, -12.09, -10.96)  0.09
H (-10.73, -12.91, -12.30)  0.09
H (-9.33, -13.03, -14.03)  0.09
H (-9.09, -11.39, -14.59)  0.12
H (-6.69, -12.78, -13.36)  0.12
H (-6.49, -10.44, -13.11)  0.06
H (-6.89, -10.04, -14.77)  0.07
H (-5.49, -10.94, -14.52)  0.06
H (-5.89, -12.69, -15.71)  0.03
H (-7.06, -13.80, -15.66)  0.04
C (-6.76, -14.15, -18.88)  -0.05
O (-6.90, -15.13, -19.98)  -0.24
C (-7.75, -14.70, -20.97)  -0.23
C (-6.90, -13.71, -21.82)  -0.44
C (-7.68, -13.12, -23.00)  -0.08
N (-5.65, -14.23, -22.37)  0.05
H (-6.61, -13.12, -19.20)  0.09
H (-5.90, -14.51, -18.32)  0.08
H (-7.60, -14.34, -18.20)  0.07
H (-7.94, -15.60, -21.56)  0.13
H (-8.65, -14.35, -20.47)  0.12
H (-6.76, -12.80, -21.25)  0.12
H (-8.62, -12.61, -22.81)  0.08
H (-7.77, -13.95, -23.70)  0.08
H (-7.10, -12.31, -23.43)  0.07
H (-5.13, -14.63, -21.60)  0.06
H (-5.70, -15.11, -22.86)  0.07
C (-13.35, -9.65, -9.79)  -0.06
O (-12.09, -9.49, -10.54)  -0.21
C (-11.53, -8.20, -10.36)  -0.24
C (-10.21, -8.12, -11.06)  -0.40
C (-9.33, -6.93, -10.55)  -0.06
N (-10.44, -7.98, -12.56)  0.05
H (-13.21, -9.28, -8.77)  0.08
H (-13.63, -10.71, -9.83)  0.09
H (-14.14, -9.07, -10.26)  0.08
H (-12.12, -7.34, -10.67)  0.13
H (-11.32, -8.09, -9.29)  0.12
H (-9.59, -9.01, -10.96)  0.10
H (-9.69, -5.91, -10.74)  0.07
H (-8.33, -6.99, -10.98)  0.07
H (-9.24, -6.83, -9.47)  0.07
H (-10.97, -8.79, -12.83)  0.04
H (-9.60, -7.95, -13.12)  0.06
C (-10.06, -11.77, -7.50)  -0.10
O (-8.83, -12.09, -8.18)  -0.21
C (-8.12, -10.86, -8.64)  -0.15
C (-6.66, -11.24, -9.08)  -0.41
C (-5.76, -10.00, -9.28)  -0.06
N (-6.62, -12.14, -10.26)  0.05
H (-10.48, -12.76, -7.37)  0.09
H (-10.67, -11.00, -7.97)  0.07
H (-9.84, -11.36, -6.51)  0.08
H (-8.61, -10.22, -9.37)  0.10
H (-7.95, -10.29, -7.73)  0.11
H (-6.22, -11.85, -8.29)  0.13
H (-6.10, -9.51, -10.19)  0.07
H (-4.69, -10.21, -9.27)  0.07
H (-5.80, -9.43, -8.36)  0.07
H (-7.22, -12.94, -10.12)  0.06
H (-7.00, -11.68, -11.08)  0.03
C (-10.03, -15.41, -15.64)  -0.13
O (-10.30, -15.83, -16.93)  -0.17
C (-9.38, -16.76, -17.39)  -0.21
C (-9.49, -17.09, -18.94)  -0.40
C (-10.89, -17.67, -19.27)  -0.06
N (-8.56, -18.11, -19.36)  0.04
H (-10.17, -16.15, -14.86)  0.10
H (-10.64, -14.54, -15.39)  0.09
H (-9.02, -14.99, -15.64)  0.07
H (-8.34, -16.43, -17.28)  0.11
H (-9.54, -17.63, -16.75)  0.13
H (-9.34, -16.19, -19.54)  0.10
H (-11.73, -17.15, -18.81)  0.07
H (-10.95, -18.76, -19.21)  0.07
H (-11.04, -17.42, -20.32)  0.07
H (-7.69, -17.74, -19.72)  0.06
H (-8.34, -18.66, -18.54)  0.07
C (-1.78, -17.67, -16.50)  -0.08
O (-1.48, -16.72, -15.43)  -0.20
C (-1.38, -15.41, -15.95)  -0.21
C (-2.80, -14.80, -16.02)  -0.45
C (-2.78, -13.33, -16.39)  -0.07
N (-3.55, -14.97, -14.79)  0.06
H (-2.62, -17.35, -17.12)  0.08
H (-1.98, -18.65, -16.06)  0.09
H (-0.93, -17.85, -17.16)  0.08
H (-0.76, -14.91, -15.21)  0.13
H (-0.83, -15.34, -16.89)  0.12
H (-3.25, -15.29, -16.89)  0.12
H (-3.68, -12.96, -16.89)  0.06
H (-2.00, -12.97, -17.06)  0.07
H (-2.57, -12.65, -15.56)  0.08
H (-3.56, -15.95, -14.56)  0.07
H (-2.91, -14.68, -14.07)  0.08

***

The following largest force on an atom values (in Eh/bohr) correspond, in order, to the records above: 0.0965 0.0078 0.0558.
The following highest occupied orbital energy values (in hartree) correspond, in order, to the records above: -0.3068 -0.3192 -0.3252.
The following ΔE to the lowest compared entry with this formula, charge and spin values (in kJ/mol) correspond, in order, to the records above: 187.60 506.14 332.27.